<a>
Computed, not measured: 2 unconnected molecules or ions with the total composition C2H8N2, with wB97M-V/def2-TZVPD.

Structure (XYZ):
```
12
Properties=species:S:1:pos:R:3
C 2.98 3.96 -1.51
H 2.48 4.91 -1.32
H 2.66 3.04 -1.03
H 2.90 3.97 -2.60
H 4.03 4.07 -1.21
N -2.17 -1.88 0.68
C -2.07 -3.07 1.31
N -2.08 -4.27 0.81
H -1.52 -1.17 0.97
H -2.81 -1.74 -0.10
H -2.06 -2.95 2.41
H -2.34 -4.86 1.62
```

Results
HOMO (spin up / spin down): -14.41 / -14.41 eV
<S²>: 0.782
M: 60.1 g mol⁻¹
E_LUMO (spin up / spin down): -5.2 / -9.6 eV
Total charge: +1
2S+1: 2

Mulliken atomic charge list, values in e, 2 entries: -0.92 0.24

<b>
Computed, not measured: a gas-phase ion, C2H8N2 (charge +1), with wB97M-V/def2-TZVPD.

Structure (XYZ):
```
12
Properties=species:S:1:pos:R:3
N 0.92 -0.35 1.59
C 0.65 -0.28 0.20
C -0.69 0.46 -0.19
N -0.96 0.35 -1.58
H 1.81 -0.02 1.95
H 0.79 -1.31 1.88
H 1.49 0.01 -0.47
H 0.39 -1.33 -0.05
H -0.42 1.50 0.02
H -1.49 0.00 0.39
H -1.76 -0.25 -1.76
H -0.08 0.10 -2.02
```

Results
HOMO (spin up / spin down): -15.60 / -14.61 eV
<S²>: 0.757
M: 60.1 g mol⁻¹
E_LUMO (spin up / spin down): -3.2 / -8.7 eV
Total charge: +1
2S+1: 2

Mulliken atomic charge list, values in e, 2 entries: -0.37 -0.61

Most favorable structure: <b>. The second most favorable one is 88.5 kJ/mol above it.

<a>
Computed, not measured: 2 unconnected molecules or ions with the total composition C3H3BrClOPS, with wB97M-V/def2-TZVPD.

Structure (XYZ):
```
11
Properties=species:S:1:pos:R:3
S 1.76 2.16 0.62
P 0.11 1.25 0.21
C -0.81 0.82 -1.22
C -1.51 -0.40 -0.94
Br -2.77 -1.24 -2.19
C -1.11 -0.95 0.24
O -0.17 -0.19 0.85
H -1.05 1.44 -1.95
H -1.47 -1.89 0.82
Cl 3.10 -0.44 2.32
H 3.92 -0.57 1.24
```

Results
HOMO: -8.39 eV
M: 233.5 g mol⁻¹
Structure (SMILES): S=P1=CC(Br)=CO1.Cl
E_LUMO: -0.9 eV
2S+1: 1

Mulliken atomic charge list, values in e, 2 entries: -0.32 0.33

<b>
Computed, not measured: 2 unconnected molecules or ions with the total composition C3H3BrClOPS, with wB97M-V/def2-TZVPD.

Structure (XYZ):
```
11
Properties=species:S:1:pos:R:3
C 0.36 -0.24 0.82
C -0.07 -0.72 -0.20
C -0.85 -1.03 -1.33
O -2.27 -1.15 -1.04
P -2.74 0.02 -0.04
S -2.95 1.78 -1.20
Cl -4.46 -0.81 0.39
Br 3.42 0.13 -0.33
H 0.77 0.41 1.65
H -0.80 -0.03 -1.97
H -0.66 -2.02 -1.88
```

Results
HOMO (spin up / spin down): -9.40 / -9.20 eV
M: 233.5 g mol⁻¹
E_LUMO (spin up / spin down): -2.6 / -3.6 eV
2S+1: 1

Mulliken atomic charge list, values in e, 2 entries: -0.20 0.00

Most favorable structure: <a>. The second most favorable one is 235.0 kJ/mol above it.

<a>
Computed, not measured: 6 unconnected molecules or ions with the total composition CH14NO6, with wB97M-V/def2-TZVPD.

Structure (XYZ):
```
22
Properties=species:S:1:pos:R:3
N -0.50 0.20 -2.62
C 0.43 0.82 -1.60
O 0.13 0.45 -0.38
H -0.39 -0.82 -2.40
H -1.44 0.44 -2.54
H 1.43 0.51 -1.78
H 0.31 1.97 -1.76
H -0.68 -0.98 -0.64
H -1.79 -2.02 -0.46
O -0.93 -1.92 -0.74
H -0.39 0.96 1.25
H 0.84 1.84 1.81
O -0.06 1.53 1.99
H -1.44 1.99 -0.54
H -2.19 1.94 0.77
O -2.01 2.49 0.03
H 2.08 -0.18 1.48
H 1.68 -0.34 0.25
O 2.42 -0.61 0.83
H -0.08 -2.37 2.16
H 1.17 -2.12 1.40
O 0.69 -2.85 1.90
```

Results
HOMO: -4.91 eV
M: 136.1 g mol⁻¹
E_LUMO: 3.7 eV
Total charge: -1
2S+1: 1

Mulliken atomic charge list, values in e, 2 entries: -0.78 -0.51

<b>
Computed, not measured: 6 unconnected molecules or ions with the total composition CH14NO6, with wB97M-V/def2-TZVPD.

Structure (XYZ):
```
22
Properties=species:S:1:pos:R:3
N -0.64 0.23 -2.63
C 0.31 0.98 -1.75
O 0.19 0.47 -0.45
H -0.33 -0.78 -2.76
H -1.51 0.28 -2.28
H 1.27 0.86 -2.15
H 0.22 2.09 -1.72
H -0.04 -1.05 -0.70
H -1.59 -1.33 -0.67
O -0.68 -1.78 -0.63
H 0.17 1.18 1.06
H 0.09 0.91 2.74
O -0.24 1.29 2.00
H -1.29 1.82 -0.23
H -1.84 1.79 1.04
O -2.01 2.34 0.22
H 1.48 -0.16 1.83
H 1.35 -0.56 0.24
O 2.08 -0.56 1.01
H 0.44 -2.54 2.50
H 1.39 -2.55 1.27
O 1.18 -2.93 2.05
```

Results
HOMO: -5.01 eV
M: 136.1 g mol⁻¹
E_LUMO: 3.5 eV
Total charge: -1
2S+1: 1

Mulliken atomic charge list, values in e, 2 entries: -0.74 -0.38

Most favorable structure: <a>. The second most favorable one is 84.8 kJ/mol above it.

<a>
Computed, not measured: a gas-phase ion, C6H11NO (charge -1), with wB97M-V/def2-TZVPD.

Structure (XYZ):
```
19
Properties=species:S:1:pos:R:3
O -2.94 -3.27 -0.33
C -1.83 -2.69 -0.29
C -1.65 -1.63 0.79
C -1.49 -0.29 0.02
C -0.08 -0.12 -0.35
C 0.64 1.07 -0.51
N 1.99 1.19 -0.61
C 2.57 2.47 0.03
H -0.96 -3.05 -0.72
H -0.89 -1.95 1.60
H -2.61 -1.60 1.32
H -1.83 0.49 0.78
H -2.29 -0.21 -0.84
H 0.57 -1.08 -0.46
H 0.04 1.98 -0.81
H 2.48 0.44 -0.20
H 3.55 2.70 -0.47
H 2.87 2.22 1.02
H 1.85 3.34 0.03
```

Results
HOMO (spin up / spin down): 0.81 / -3.14 eV
<S²>: 0.753
M: 113.2 g mol⁻¹
E_LUMO (spin up / spin down): 3.3 / 3.2 eV
Total charge: -1
2S+1: 2

Mulliken atomic charge list, values in e, 2 entries: -0.72 -0.38

<b>
Computed, not measured: a gas-phase ion, C6H11NO (charge -1), with wB97M-V/def2-TZVPD.

Structure (XYZ):
```
19
Properties=species:S:1:pos:R:3
O -0.94 -3.25 0.82
C -0.11 -2.47 1.35
C -0.30 -0.98 1.40
C 0.67 -0.35 0.30
C -0.06 0.66 -0.57
C 0.36 0.98 -1.80
C -0.18 2.05 -2.67
N -0.06 -0.27 2.65
H 0.89 -2.88 1.65
H -1.32 -0.78 1.05
H 1.10 -1.16 -0.28
H 1.45 0.20 0.84
H -0.90 1.21 -0.16
H 1.18 0.40 -2.20
H -0.62 1.73 -3.62
H -0.92 2.66 -2.15
H 0.66 2.68 -2.98
H -0.81 0.40 2.88
H -0.09 -0.84 3.49
```

Results
HOMO (spin up / spin down): 0.55 / -3.31 eV
<S²>: 0.753
M: 113.2 g mol⁻¹
E_LUMO (spin up / spin down): 3.6 / 3.5 eV
Total charge: -1
2S+1: 2

Mulliken atomic charge list, values in e, 2 entries: -0.58 -0.53

Most favorable structure: <b>. The second most favorable one is 140.9 kJ/mol above it.

<a>
Computed, not measured: 2 unconnected molecules or ions with the total composition H3O4PS, with wB97M-V/def2-TZVPD.

Structure (XYZ):
```
9
Properties=species:S:1:pos:R:3
O 0.37 -1.28 -1.20
P 0.69 -0.41 -0.09
O -0.24 -0.75 1.14
O 2.17 -0.11 0.32
S 1.44 1.50 0.14
H 0.14 -0.29 1.96
O -1.51 0.53 -0.42
H -1.48 -0.35 -0.72
H -1.57 1.16 -1.12
```

Results
HOMO: -9.80 eV
M: 130.1 g mol⁻¹
Structure (SMILES): O=[P@@]1(O)OS1.O
E_LUMO: -0.7 eV
2S+1: 1

Mulliken atomic charge list, values in e, 2 entries: -0.59 1.00

<b>
Computed, not measured: a single H3O4PS molecule, with wB97M-V/def2-TZVPD.

Structure (XYZ):
```
9
Properties=species:S:1:pos:R:3
O -1.09 0.41 -1.52
O -1.10 -0.51 -0.44
P 0.43 -0.31 0.30
O 0.34 -1.21 1.59
O 0.28 1.20 0.90
S 1.77 -0.47 -1.10
H -0.31 0.16 -1.96
H -0.49 -1.02 2.05
H 0.17 1.74 0.19
```

Results
HOMO: -9.89 eV
M: 130.1 g mol⁻¹
Structure (SMILES): OOP(O)(O)=S
E_LUMO: 0.2 eV
2S+1: 1

Mulliken atomic charge list, values in e, 2 entries: -0.28 -0.21

Most favorable structure: <a>. The second most favorable one is 64.2 kJ/mol above it.

<a>
Computed, not measured: a single C5H12N4 molecule, with wB97M-V/def2-TZVPD.

Structure (XYZ):
```
21
Properties=species:S:1:pos:R:3
C -2.62 0.62 0.26
N -1.19 0.50 0.40
C -0.59 -0.57 0.04
N -1.15 -1.66 -0.59
C 0.88 -0.63 0.19
N 1.44 -1.93 -0.05
C 1.54 0.29 1.16
N 1.69 0.57 -0.25
C 1.23 1.82 -0.77
H -2.90 1.59 0.64
H -3.15 -0.15 0.83
H -2.93 0.54 -0.79
H -0.70 -2.54 -0.39
H -2.15 -1.72 -0.66
H 1.53 -2.10 -1.04
H 2.35 -2.01 0.37
H 2.44 -0.04 1.65
H 0.90 0.94 1.75
H 1.30 1.78 -1.86
H 1.88 2.63 -0.42
H 0.20 2.06 -0.49
```

Results
HOMO: -8.45 eV
M: 128.2 g mol⁻¹
Structure (SMILES): C/N=C(\N)[C@]1(N)CN1C
E_LUMO: 1.0 eV
2S+1: 1

Mulliken atomic charge list, values in e, 2 entries: -1.17 -0.41

<b>
Computed, not measured: a single C5H12N4 molecule, with wB97M-V/def2-TZVPD.

Structure (XYZ):
```
21
Properties=species:S:1:pos:R:3
H -3.55 -0.04 -0.37
N -2.89 0.64 -0.04
C -1.98 0.84 -0.93
N -1.16 1.89 -0.62
C 0.41 1.59 -0.94
C 1.21 0.65 -0.07
N 1.05 -0.65 -0.70
N 1.74 -1.70 -0.11
C 1.19 -2.17 0.97
C 0.08 -1.52 1.74
H -1.66 0.09 -1.83
H -1.22 2.45 0.20
H 0.56 1.13 -2.08
H 0.75 2.66 -0.95
H 2.21 1.18 -0.27
H 1.26 0.61 0.93
H 1.65 -0.82 -1.64
H 1.60 -3.06 1.28
H -0.12 -0.43 2.42
H -0.66 -2.31 2.20
H -0.48 -1.03 0.82
```

Results
HOMO: -8.79 eV
M: 128.2 g mol⁻¹
Structure (SMILES): [H]/N=C/NCCN/N=C\C
E_LUMO: 0.8 eV
2S+1: 1

Mulliken atomic charge list, values in e, 2 entries: 0.24 -0.67

Most favorable structure: <a>. The second most favorable one is 407.6 kJ/mol above it.

<a>
Computed, not measured: a single C20H28N2O4 molecule, with wB97M-V/def2-TZVPD.

Structure (XYZ):
```
54
Properties=species:S:1:pos:R:3
C 5.15 -0.84 -0.70
C 4.27 -2.05 -0.99
O 3.52 -2.47 0.13
C 2.44 -1.75 0.55
C 1.92 -0.67 -0.15
C 0.82 0.04 0.32
C 0.37 1.19 -0.51
O 1.10 1.79 -1.26
N -0.96 1.50 -0.36
N -1.51 2.53 -1.03
C -2.75 2.74 -0.98
C -3.39 3.88 -1.68
C -4.61 3.40 -2.48
C -4.19 2.68 -3.73
C -2.99 2.81 -4.27
C -1.91 3.69 -3.72
C -2.42 4.61 -2.62
C 0.23 -0.32 1.53
C 0.73 -1.40 2.24
O 0.23 -1.85 3.42
C -0.82 -1.13 4.03
C -1.13 -1.82 5.36
C 1.82 -2.15 1.75
O 2.23 -3.16 2.56
C 2.71 -4.37 2.01
C 1.70 -5.04 1.09
H 5.75 -0.61 -1.57
H 4.55 0.03 -0.45
H 5.80 -1.05 0.14
H 4.89 -2.91 -1.23
H 3.61 -1.86 -1.85
H 2.35 -0.34 -1.08
H -1.57 0.88 0.18
H -3.42 2.09 -0.39
H -3.74 4.58 -0.91
H -5.23 4.26 -2.75
H -5.23 2.74 -1.86
H -4.94 2.04 -4.18
H -2.74 2.26 -5.17
H -1.12 3.05 -3.32
H -1.48 4.28 -4.53
H -2.95 5.46 -3.06
H -1.58 4.99 -2.05
H -0.58 0.26 1.93
H -1.72 -1.14 3.39
H -0.52 -0.09 4.21
H -0.24 -1.82 5.98
H -1.93 -1.30 5.87
H -1.43 -2.85 5.18
H 2.90 -5.00 2.89
H 3.66 -4.22 1.48
H 0.75 -5.16 1.61
H 2.06 -6.02 0.80
H 1.54 -4.44 0.20
```

Results
HOMO: -8.14 eV
M: 360.5 g mol⁻¹
Structure (SMILES): CCOc1cc(C(=O)N/N=C/[C@@H]2CC=CCC2)cc(OCC)c1OCC
E_LUMO: 0.6 eV
2S+1: 1

Mulliken atomic charge list, values in e, 2 entries: -1.10 -0.56

<b>
Computed, not measured: a single C20H28N2O4 molecule, with wB97M-V/def2-TZVPD.

Structure (XYZ):
```
54
Properties=species:S:1:pos:R:3
C 2.46 -2.94 -3.35
O 2.82 -1.72 -2.77
C 1.83 -0.88 -2.35
C 0.47 -1.14 -2.44
C -0.44 -0.21 -1.97
C -0.02 0.98 -1.38
C -1.02 2.00 -0.89
N -2.12 1.43 -0.13
C -3.28 1.11 -0.74
O -3.46 1.09 -1.94
C -4.31 0.79 0.33
C -3.50 0.72 1.62
C -2.22 1.54 1.32
C -2.38 2.99 1.76
C -1.06 0.88 2.09
O -0.75 1.26 3.20
N -0.54 -0.20 1.50
C 0.43 -1.05 2.15
C 1.85 -0.87 1.58
C 2.25 -2.22 0.97
C 0.92 -2.92 0.70
C 0.08 -2.53 1.92
C 1.35 1.24 -1.30
O 1.71 2.43 -0.72
C 3.08 2.73 -0.58
C 2.26 0.32 -1.78
H 3.39 -3.43 -3.61
H 1.86 -2.80 -4.26
H 1.90 -3.57 -2.65
H 0.10 -2.05 -2.89
H -1.49 -0.39 -2.07
H -0.50 2.73 -0.27
H -1.46 2.50 -1.76
H -5.04 1.60 0.35
H -4.84 -0.13 0.10
H -3.23 -0.31 1.84
H -4.03 1.13 2.48
H -2.43 3.03 2.85
H -3.28 3.43 1.33
H -1.52 3.59 1.45
H -0.77 -0.41 0.54
H 0.39 -0.78 3.21
H 2.55 -0.56 2.35
H 1.83 -0.10 0.81
H 2.84 -2.10 0.06
H 2.83 -2.80 1.68
H 1.03 -4.00 0.60
H 0.47 -2.53 -0.21
H -0.98 -2.67 1.77
H 0.39 -3.12 2.78
H 3.58 1.98 0.05
H 3.58 2.79 -1.54
H 3.11 3.70 -0.08
H 3.33 0.48 -1.73
```

Results
HOMO: -8.40 eV
M: 360.5 g mol⁻¹
Structure (SMILES): COc1ccc(CN2C(=O)CC[C@@]2(C)C(=O)NC2CCCC2)c(OC)c1
E_LUMO: 0.7 eV
2S+1: 1

Mulliken atomic charge list, values in e, 2 entries: -0.83 -0.48

Most favorable structure: <b>. The second most favorable one is 296.4 kJ/mol above it.